Density functional theory data (the ωB97M-V functional and the def2-TZVPD basis) for an isolated ion of composition C2H3N2O2 and charge -1 at a distorted geometry.

Last column: natural (NBO) charge in e.
Atoms and positions in Å:
O  2.41370  0.51322  0.82913  -0.614
N  1.31584  -0.03947  0.86591  0.225
N  0.17203  0.74751  1.16274  -0.284
C  -0.77180  0.60037  0.30887  -0.042
C  -0.47125  -0.47980  -0.70441  -0.138
O  0.88764  -0.69832  -0.56961  -0.569
H  -1.86833  1.04645  0.50707  0.154
H  -1.06695  -1.39774  -0.55431  0.132
H  -0.61089  -0.29223  -1.84538  0.138

Atomic forces in eV per Å
O 1.1550 1.1428 -0.6510
N -1.8023 -1.6566 2.1943
N -0.1696 0.8098 -1.0494
C -1.8255 0.4102 0.7833
C 0.8114 -0.0266 -2.5210
O -0.0425 -0.0803 -0.4691
H 2.5441 -1.0690 -0.3681
H -0.1113 -0.0212 0.5425
H -0.5592 0.4910 1.5384

Properties
**Multiplicity**: 1
**Frontier orbital gap (spin up / spin down)**: 6.2 / 6.2 eV
**Highest occupied orbital energy (spin up / spin down)**: -1.81 / -1.81 eV
**Charge**: -1
**Structure (SMILES)**: [O-]N1N=CCO1
**DFT total energy**: -9193.7721 eV

Density functional theory data (the ωB97M-V functional and the def2-TZVPD basis) for a 2-piece molecular cluster, C10H23NO5 overall.

Last column: natural (NBO) charge in e.
Atoms and positions in Å:
C  -1.26241  4.21459  2.63153  -0.252
O  -2.36549  3.58186  3.25324  -0.534
C  -2.95186  2.56696  2.46981  -0.106
C  -2.04228  1.33736  2.31361  0.354
O  -2.82620  0.16631  2.28149  -0.558
C  -2.56361  -0.74503  3.32928  -0.247
O  -1.21126  1.40828  1.18571  -0.542
C  -1.86375  1.24416  -0.06886  -0.087
C  -1.58520  -0.13117  -0.66159  0.067
C  -0.09485  -0.41401  -0.79121  -0.637
O  -2.26756  -0.23072  -1.91262  -0.716
H  -0.34572  3.62414  2.72275  0.173
H  -1.45099  4.38697  1.56746  0.167
H  -1.12004  5.17085  3.13332  0.189
H  -3.21661  2.96317  1.47953  0.168
H  -3.86545  2.26507  2.97954  0.201
H  -1.34770  1.31075  3.15984  0.170
H  -1.54870  -1.15084  3.25612  0.171
H  -2.69243  -0.27686  4.31025  0.170
H  -3.28092  -1.55691  3.23268  0.196
H  -2.94144  1.39731  0.01750  0.186
H  -1.45664  2.00937  -0.74215  0.170
H  -2.06067  -0.87084  -0.01725  0.182
H  0.47003  0.50477  -0.96397  0.213
H  0.08996  -1.08125  -1.63115  0.225
H  0.30897  -0.86619  0.11358  0.218
H  -1.89128  0.42867  -2.51023  0.457
C  4.49153  -3.09363  -4.20913  -0.410
N  3.79428  -1.96452  -3.63402  -0.617
C  3.41917  -1.77559  -2.33929  0.678
C  3.75973  -2.86699  -1.34838  -0.723
O  2.82939  -0.76530  -2.00055  -0.627
H  5.44207  -2.78825  -4.65028  0.197
H  3.89198  -3.57561  -4.98345  0.197
H  4.70054  -3.83072  -3.44010  0.210
H  3.53776  -1.20282  -4.24202  0.400
H  3.39055  -2.55502  -0.37640  0.246
H  3.29003  -3.81171  -1.62490  0.226
H  4.83705  -3.02660  -1.28969  0.225

Atomic forces in eV per Å
C 0.0409 0.0303 0.0796
O 0.0119 0.0052 -0.0902
C 0.0499 -0.0803 -0.0407
C 0.0189 -0.0067 -0.0187
O -0.1200 0.1530 -0.0094
C 0.0764 -0.0586 -0.0204
O 0.0731 0.0016 0.0502
C 0.0476 0.0483 0.0451
C -0.0779 -0.0530 0.0560
C -0.0172 0.1766 0.0174
O 0.0473 0.1805 -0.0526
H -0.0318 -0.0262 -0.0370
H -0.0346 0.0311 -0.0149
H 0.0139 -0.0250 -0.0125
H -0.0275 -0.0475 0.0487
H 0.0243 0.0159 0.0421
H -0.0733 0.0180 0.0480
H -0.0178 0.0133 0.0164
H -0.0058 -0.0014 -0.0133
H 0.0167 -0.0146 -0.0035
H 0.0048 -0.0572 -0.0369
H -0.0297 -0.0194 0.0121
H -0.0158 -0.0583 -0.0760
H 0.0225 -0.0374 -0.0824
H -0.0191 -0.0830 0.0628
H 0.0009 0.0119 0.0047
H -0.0085 -0.1227 0.0402
C -0.0059 0.0083 0.0035
N -0.0031 0.0198 -0.0224
C 0.0205 -0.0635 0.0091
C -0.0155 0.0269 0.0084
O 0.0268 0.0335 -0.0195
H 0.0061 0.0013 0.0135
H -0.0088 -0.0064 0.0101
H 0.0088 -0.0122 -0.0115
H -0.0049 0.0055 0.0061
H 0.0004 0.0026 -0.0048
H 0.0055 -0.0040 -0.0030
H 0.0000 -0.0065 -0.0044

Properties
**Multiplicity**: 1
**Frontier orbital gap**: 10.1 eV
**Highest occupied orbital energy**: -9.27 eV
**Structure (SMILES)**: COC[C@@H](OC)OC[C@H](C)O.CNC(C)=O
**DFT total energy**: -22469.3343 eV